The molecule C4H7NO2. Source: the Open Molecules 2025 dataset; level of theory: ωB97M-V/def2-TZVPD.

Summary:
total energy = -9845.383 eV
SMILES string = C[C@H]1CNC(=O)O1
relative energy (zero: lowest compared OMol25 entry of this formula, charge and spin) = 183.0 kJ/mol
multiplicity = 1
largest force on an atom = 3.22 eV/A
E_HOMO = -10.7 eV
HOMO-LUMO gap = 11.4 eV

XYZ file:
```
14
Properties=species:S:1:pos:R:3:forces:R:3:mulliken_charge:R:1
O 2.9591 -0.5716 0.7171 -0.628 0.449 -0.032 -0.4888
O 0.7606 -1.0221 0.3654 0.588 0.036 0.173 -0.3569
N 1.4504 1.1084 -0.0498 -0.082 -0.318 -1.464 -0.4447
C -0.2762 -0.2576 -0.2182 -0.092 0.466 -1.672 0.5179
C 1.8748 -0.1760 0.4224 0.020 -0.954 -0.214 0.5148
C -1.6264 -0.9180 -0.1480 0.040 0.034 -0.033 -1.3930
C 0.0233 1.1171 0.3384 -0.460 0.012 -0.192 -0.3678
H -0.1499 1.2012 1.4189 0.265 -0.069 -0.235 0.2877
H -1.5483 -1.9626 -0.4607 -0.051 0.162 -0.014 0.3497
H -2.0716 -0.8901 0.8527 0.242 0.038 -0.107 0.3205
H -0.4942 1.9138 -0.1923 -0.035 0.043 0.091 0.3119
H 1.1962 0.7653 -1.0922 1.949 1.665 1.943 0.3107
H -2.2890 -0.3838 -0.8347 -0.028 -0.162 0.104 0.3649
H 0.0933 -0.0242 -1.3637 -1.728 -1.402 1.653 0.0732
```
Forces are in eV/Å.

A structure of composition C15H19AgF4N4O7P2. Source: the Open Molecules 2025 dataset; level of theory: ωB97M-V/def2-TZVPD.

Summary:
total energy = -69611.303 eV
multiplicity = 1
largest force on an atom = 2.63 eV/A
net charge = -2
E_HOMO = -1.7 eV
HOMO-LUMO gap = 6.6 eV

XYZ file:
```
52
Properties=species:S:1:pos:R:3:forces:R:3:mulliken_charge:R:1
Ag 0.4226 -0.4418 -0.5509 -0.032 0.936 0.180 0.7389
P 3.8239 -0.2132 -1.0833 0.646 0.312 2.066 0.6369
P 3.0408 0.1761 1.7101 1.104 -0.557 0.197 0.6489
F -3.9724 -2.2028 1.3764 0.416 0.317 -0.155 -0.3532
F -2.2012 0.9988 -1.7225 0.146 0.408 -0.762 -0.3637
F -6.2247 -1.0051 1.2707 0.528 0.498 -0.333 -0.3590
F -4.7129 2.0389 -1.9562 -0.130 1.461 -0.967 -0.3539
O 4.9051 0.9625 -0.7469 0.036 -0.502 -2.480 -0.5871
O 2.9959 -1.0482 2.7824 0.069 -0.336 0.541 -0.5986
O 2.4946 0.3289 -1.4621 -0.832 0.481 -0.714 -0.7966
O 4.4244 -1.2640 -1.9043 0.674 -0.574 -0.576 -0.8094
O 4.0514 1.1685 2.1820 0.187 -0.089 -0.752 -0.8497
O 3.6601 -0.7438 0.4679 -0.475 0.409 0.360 -0.1530
O 1.6512 0.6055 1.4590 -0.961 -0.010 -0.353 -0.4329
N -1.7515 -1.2686 -0.3429 1.149 -0.451 -0.952 -0.1729
N 0.9202 -2.7686 -0.3577 1.185 -0.317 -0.648 1.2192
N 1.7943 2.9668 -1.5810 -0.101 2.008 0.569 -0.5927
N 0.0154 2.3965 -0.2146 -0.547 -0.345 -0.320 0.2244
C -4.4500 1.0732 -1.1028 -1.520 -1.242 1.094 0.4038
C -5.5226 0.5636 -0.3245 1.035 0.890 -0.539 -0.6752
C 0.8789 3.2899 -0.6206 0.128 1.974 0.604 0.4796
C -1.1618 4.0875 1.0889 1.155 0.400 1.197 -0.9523
C -2.9178 -0.6953 -0.2586 -0.600 0.360 0.047 0.1121
C -5.2073 -0.4501 0.5038 -0.798 -1.707 0.752 0.2035
C -0.9477 2.8179 0.5937 -1.297 -0.361 0.300 -0.0270
C -3.9998 -1.1093 0.5405 -0.825 -0.094 0.333 0.5778
C -0.1073 5.0141 0.8314 -1.228 -0.572 -0.817 -0.3250
C -3.2412 0.5060 -1.0553 1.715 -1.603 1.182 -0.2084
C -1.5305 -2.6094 0.1532 -0.061 -0.572 0.856 -0.7017
C 0.8499 4.6288 -0.0830 0.941 0.173 -0.298 -0.5544
C -0.3744 -3.3431 -0.5648 -0.821 0.470 0.813 -1.0551
C 1.8191 -3.1250 -1.4726 0.211 -0.335 0.793 -1.1273
C 1.4843 -3.0491 0.9270 -0.922 -0.837 0.741 -1.3015
H 2.6656 3.4714 -1.4198 -0.205 -0.519 -0.364 0.2745
H 1.6680 5.2995 -0.4312 -0.764 -0.340 0.446 0.2044
H 2.4700 -2.7260 1.0995 1.133 0.961 -0.410 0.5367
H -1.3490 -2.5759 1.2264 0.530 0.034 0.415 0.3873
H -1.6879 2.0739 0.8503 -0.026 -0.371 0.088 0.3569
H -2.3902 -3.2953 0.1631 -0.169 0.274 -0.732 0.3779
H 1.3481 -2.7565 -2.3651 0.119 0.433 -0.563 0.2491
H 2.1293 -1.0660 3.2000 0.006 0.099 -0.173 0.3069
H -1.9280 4.2587 1.8894 0.673 -0.093 -1.135 0.2913
H -0.5311 -3.1797 -1.5973 -0.626 -0.193 -1.325 0.3191
H 0.8671 -2.5815 1.6894 -0.100 -0.089 0.184 0.1166
H 1.5482 -4.1239 1.1263 -0.390 -0.541 0.031 0.2307
H 1.9249 -4.2341 -1.6439 0.008 0.516 0.525 0.2709
H -0.2127 6.0235 1.2252 0.483 -0.105 -0.043 0.3625
H -0.4025 -4.4350 -0.3568 0.031 0.229 0.102 0.2885
H -6.5002 0.9518 -0.3239 -0.898 0.569 -0.207 0.4926
H 4.7806 1.2757 0.1279 -0.233 0.629 1.879 0.3251
H 2.8033 -2.6527 -1.3024 -0.496 -0.396 -0.393 0.3021
H 1.8874 1.9857 -1.6392 0.749 -1.690 -0.286 0.4123
```
Forces are in eV/Å.

A cluster of 3 separate species, C3H7Cl4NO2 in total. Source: the Open Molecules 2025 dataset; level of theory: ωB97M-V/def2-TZVPD.

Summary:
total energy = -58896.060 eV
SMILES string = C[N+](=O)[O-].ClCCl.ClCCl
relative energy (zero: lowest compared OMol25 entry of this formula, charge and spin) = 44.1 kJ/mol
multiplicity = 1
largest force on an atom = 3.33 eV/A
E_HOMO = -11.0 eV
HOMO-LUMO gap = 10.9 eV

XYZ file:
```
17
Properties=species:S:1:pos:R:3:forces:R:3:mulliken_charge:R:1
Cl -3.7959 2.4504 -1.8822 -0.874 0.202 -0.742 -0.1401
Cl 0.2422 -4.3120 -0.3936 0.053 -0.042 0.151 -0.1447
Cl 0.1661 -4.1749 -3.3035 0.105 0.092 -0.023 -0.1472
Cl -6.7634 2.8627 -2.1988 0.035 -0.375 0.167 -0.1454
O 1.3851 0.2796 3.3829 2.897 0.514 -1.551 -0.4822
O 2.6808 0.9331 1.6893 -0.835 -0.661 1.588 -0.4898
N 2.4987 0.4807 2.8243 -1.563 -0.026 -0.316 0.7789
C 0.8317 -3.4599 -1.8238 -0.110 0.058 -0.011 -0.2136
C -5.1471 3.1480 -2.8696 -0.049 0.538 0.550 -0.2313
C 3.7557 0.1991 3.6080 -0.748 0.543 -0.402 -0.6485
H 3.6924 -0.8211 3.9865 0.076 0.312 0.127 0.2657
H 0.4812 -2.4303 -1.7529 0.216 -0.194 -0.092 0.2512
H 3.7108 0.9826 4.3645 0.290 -0.430 0.331 0.2709
H -5.0595 4.2323 -2.8011 0.400 -0.281 -0.309 0.2396
H 1.9182 -3.5432 -1.8532 -0.264 0.094 -0.019 0.2544
H -5.1774 2.7860 -3.8973 0.487 -0.085 0.334 0.2773
H 4.5804 0.3868 2.9205 -0.118 -0.258 0.217 0.3047
```
Forces are in eV/Å.

The ion C4H10NO with charge -1. Source: the Open Molecules 2025 dataset; level of theory: ωB97M-V/def2-TZVPD.

Summary:
total energy = -7847.182 eV
SMILES string = CC[C@H](N)C[O-]
relative energy (zero: lowest compared OMol25 entry of this formula, charge and spin) = 34.2 kJ/mol
multiplicity = 1
largest force on an atom = 1.74 eV/A
net charge = -1
E_HOMO = -2.3 eV
HOMO-LUMO gap = 6.3 eV

XYZ file:
```
16
Properties=species:S:1:pos:R:3:forces:R:3:mulliken_charge:R:1
O 1.9043 -0.4361 2.1687 -0.564 -0.066 0.098 -0.9089
N -0.6172 -0.8173 1.2076 -0.016 -0.092 -0.919 -0.6908
C -1.2271 -0.1760 -1.6724 -0.083 -0.348 -0.352 -1.1061
C 0.4144 -0.2948 0.2850 -0.777 -0.904 -0.640 0.2709
C -0.2495 0.5948 -0.7851 -0.129 -0.404 1.537 -0.6266
C 1.5249 0.3277 1.1152 1.710 -0.047 0.293 -0.5878
H 1.1593 1.3494 1.4439 0.140 -0.019 -0.368 0.1434
H 0.5423 1.1391 -1.2984 -0.005 -0.250 -0.615 0.3217
H -0.0929 -0.9644 2.0780 -0.230 0.342 0.107 0.3159
H 0.8292 -1.1737 -0.2607 0.056 0.321 0.298 0.1760
H -0.7589 -1.0948 -2.0528 0.315 0.548 -0.614 0.2873
H -1.3492 -0.1106 1.2468 0.215 -0.140 0.696 0.2238
H 2.4466 0.4386 0.4361 -0.883 0.578 -0.003 0.1883
H -0.7801 1.3788 -0.2376 -0.208 0.150 0.032 0.3509
H -1.6317 0.4936 -2.4386 0.259 -0.361 -0.400 0.3430
H -2.1143 -0.6542 -1.2356 0.199 0.693 0.849 0.2990
```
Forces are in eV/Å.

A structure of composition C16H13BrCuN4O2S. Source: the Open Molecules 2025 dataset; level of theory: ωB97M-V/def2-TZVPD.

Summary:
total energy = -152376.033 eV
relative energy (zero: lowest compared OMol25 entry of this formula, charge and spin) = 0.0 kJ/mol
multiplicity = 1
largest force on an atom = 3.66 eV/A
net charge = -1
E_HOMO = -3.5 eV
HOMO-LUMO gap = 6.2 eV

XYZ file:
```
38
Properties=species:S:1:pos:R:3:forces:R:3:mulliken_charge:R:1
Br 10.5029 -5.9076 -18.2391 0.380 0.440 -0.551 -0.2426
Cu 6.5546 -9.2714 -14.1980 2.282 1.173 -1.040 -1.0743
S 6.0687 -9.3917 -11.0360 -1.435 0.048 -3.369 1.2454
O 6.2976 -10.8051 -10.8330 0.444 0.479 0.506 -0.7146
O 7.0818 -8.3831 -10.9018 0.212 -0.518 0.653 -0.7212
N 1.3891 -7.8245 -7.8320 -0.461 0.596 0.037 -0.5890
N 5.4957 -9.1495 -12.5921 0.251 -0.871 1.425 -0.7066
N 3.4056 -10.3447 -12.6564 -0.807 -0.735 -0.500 -0.3902
N 4.8010 -9.9691 -14.5451 -1.474 -0.584 -0.244 -0.2993
C 7.1494 -7.7611 -16.5955 -0.211 -0.230 0.018 -0.0239
C 4.6534 -8.9283 -10.1553 0.307 -0.471 0.550 0.1241
C 3.8973 -9.9237 -9.5491 0.145 0.309 0.214 -0.4270
C 9.8799 -7.8543 -16.2693 -0.280 0.023 0.329 -0.2390
C 9.3718 -7.0163 -17.2642 -2.344 -1.402 1.397 -0.1083
C 4.5185 -9.8718 -13.2067 -0.068 0.162 0.313 1.1429
C 3.2663 -7.2005 -9.3044 -1.218 0.513 0.571 -0.6183
C 2.5003 -10.8448 -13.5325 0.630 0.566 0.470 -0.1797
C 2.8010 -9.5254 -8.8269 -1.064 0.370 0.795 -0.5136
C 7.9417 -6.9977 -17.4151 1.243 0.850 -1.089 -0.2181
C 9.0278 -8.6056 -15.4112 1.117 1.364 -1.954 -0.2856
C 2.4536 -8.1563 -8.6601 1.226 -1.112 -0.762 0.9518
C 7.6641 -8.5579 -15.5803 -0.135 -0.793 1.370 0.0204
C 2.6627 -10.8340 -14.9159 -0.559 0.054 -0.037 -0.7986
C 4.3303 -7.5881 -10.1014 0.411 0.770 -0.042 -0.5719
C 3.9063 -10.3895 -15.4048 -0.409 0.167 0.367 0.1869
H 2.1826 -10.2759 -8.3144 0.220 0.272 -0.235 0.1804
H 6.0612 -7.7686 -16.6875 0.199 0.354 -0.354 0.2550
H 9.4789 -9.1766 -14.6271 0.249 -0.250 0.312 0.3437
H 10.9410 -7.8818 -16.0830 0.327 0.052 -0.105 0.3548
H 2.9940 -6.1439 -9.1273 0.349 -0.517 -0.389 0.2189
H 0.7366 -8.5860 -7.6577 0.217 0.512 -0.158 0.2226
H 4.2150 -10.3155 -16.4670 -0.447 -0.323 0.654 0.4224
H 0.9496 -6.9198 -8.0281 0.195 -0.783 0.154 0.2277
H 7.4615 -6.3837 -18.1953 0.470 -0.181 0.369 0.3224
H 4.9578 -6.8541 -10.6717 -0.685 -0.771 0.781 0.3690
H 4.1886 -10.9761 -9.6168 -0.090 0.531 -0.095 0.4306
H 1.7955 -11.0697 -15.5383 0.556 -0.171 0.019 0.3294
H 1.5872 -11.2219 -13.0544 0.257 0.105 -0.379 0.3735
```
Forces are in eV/Å.

HOMO-LUMO gap of number 3 (C3H7Cl4NO2)? 10.9 eV

total energy of number 5 (C16H13BrCuN4O2S)? -152376.033 eV

Among the records above, which one has the lowest total energy? C16H13BrCuN4O2S